Below is a molecular structure, C26H33BN6O8PSSr, with properties calculated with ωB97M-V with the def2-TZVPD basis set.

For the HOMO-LUMO gap, the calculation gives 7.907 eV. The HOMO energy comes out at -10.20 eV. The calculation puts the energy relative to the best compared isomer or geometry (same formula, charge and spin) at 50.4 kcal/mol. For the molecular weight, the calculation gives 719.06 g mol⁻¹. The max |F| comes out at 3.07 eV Å⁻¹. Its total charge is +1.

Geometry (Å):
Sr: -0.669 -0.519 -0.259
C: 5.816 -1.504 -0.482
C: 4.386 -1.909 -0.287
C: 3.449 -1.720 -1.294
C: 2.119 -2.101 -1.145
C: 1.734 -2.688 0.054
C: 2.652 -2.899 1.076
C: 3.966 -2.506 0.899
S: 0.055 -3.148 0.369
O: -0.010 -4.528 0.749
O: -0.622 -2.754 -0.891
N: -0.477 -2.100 1.404
C: -0.501 -2.085 2.801
C: -0.046 -3.034 3.665
C: -0.190 -2.816 5.060
C: -0.785 -1.691 5.548
C: -1.290 -0.704 4.657
C: -1.950 0.470 5.095
C: -2.426 1.353 4.172
C: -2.237 1.065 2.801
N: -1.627 0.001 2.349
C: -1.149 -0.897 3.280
H: 5.886 -0.537 -0.981
H: 6.345 -2.230 -1.102
H: 6.344 -1.436 0.468
H: 3.763 -1.277 -2.233
H: 1.427 -1.968 -1.966
H: 2.348 -3.363 2.003
H: 4.684 -2.669 1.692
H: 0.391 -3.957 3.310
H: 0.179 -3.571 5.740
H: -0.890 -1.538 6.613
H: -2.071 0.653 6.155
H: -2.936 2.260 4.461
H: -2.609 1.771 2.064
C: -6.130 2.091 -0.122
O: -5.565 0.935 0.531
C: -4.690 0.205 -0.161
O: -4.294 0.458 -1.289
N: -4.282 -0.862 0.565
N: -3.227 -1.646 0.076
H: -7.175 1.875 -0.333
H: -5.588 2.309 -1.039
H: -6.048 2.915 0.581
H: -4.602 -0.949 1.518
H: -3.558 -2.580 -0.150
H: -2.526 -1.774 0.809
N: -2.715 -0.633 -3.165
C: -2.378 0.722 -3.708
P: -0.675 0.486 -4.383
O: -0.753 0.091 -5.800
O: -0.043 -0.346 -3.277
C: 0.186 2.127 -4.252
N: 1.455 1.964 -3.448
H: -1.788 -1.039 -2.931
H: -3.138 -1.240 -3.867
H: -3.358 -0.535 -2.344
H: -2.370 1.402 -2.852
H: -3.133 1.009 -4.434
H: -0.411 2.869 -3.723
H: 0.455 2.488 -5.240
H: 1.521 2.707 -2.746
H: 2.285 1.975 -4.037
H: 1.400 1.015 -2.931
O: 1.134 1.170 -0.240
B: 0.013 2.012 -0.843
O: 0.681 3.257 -1.128
C: 1.980 3.195 -0.699
C: 2.949 4.177 -0.773
C: 4.211 3.846 -0.284
C: 4.479 2.590 0.250
C: 3.497 1.601 0.319
C: 2.255 1.945 -0.170
H: 2.730 5.156 -1.173
H: 4.998 4.586 -0.313
H: 5.471 2.380 0.625
H: 3.685 0.623 0.733

Forces on the atoms, in the same order (eV/Å):
-0.6307 2.7841 -1.1290
0.0958 0.0736 -0.0007
-0.0425 -0.0392 -0.0152
-0.1647 0.0666 -0.1675
0.3201 -0.0433 0.1499
0.0147 -0.2028 0.1904
0.1519 0.1329 -0.0927
0.0238 -0.0248 0.1018
0.2789 -1.2698 -0.0266
-0.0200 0.1324 0.0543
0.0781 -0.9067 0.2536
0.0793 -1.1669 0.6071
-0.2175 0.3405 -1.0493
-0.0233 0.0190 0.6269
0.0032 0.0036 -0.2030
-0.0142 0.0594 -0.0228
-0.0216 -0.0524 0.3734
0.0492 -0.0627 -0.0438
0.0694 -0.1404 -0.1927
-0.1738 0.4182 0.2136
0.2720 -0.3705 0.1960
0.0411 -0.0212 -0.1878
-0.0069 0.0073 -0.0159
-0.0066 -0.0260 -0.0162
-0.0050 -0.0101 0.0121
0.0213 0.0101 -0.0156
-0.1044 -0.0357 -0.0092
-0.0480 -0.0481 0.0235
0.0103 -0.0128 0.0321
0.0078 0.0171 -0.1053
0.0039 -0.0127 0.0524
-0.0097 0.0086 0.0407
0.0079 -0.0237 0.0185
-0.0219 0.0393 0.0083
0.0370 -0.0449 -0.0630
0.0017 -0.0425 -0.0106
0.2356 -0.1620 -0.2122
-0.0128 0.0731 0.3594
-0.0589 0.0181 -0.0895
-0.0164 0.0310 -0.1006
-0.0785 -0.0572 0.1572
0.0229 0.0460 -0.0187
-0.0520 0.0075 0.0655
-0.0300 -0.0103 -0.0249
0.0301 -0.0744 -0.0291
-0.0383 0.0792 -0.1110
-0.1853 -0.0706 0.2496
-0.0431 -0.1756 -0.0472
-0.0492 0.0783 0.0989
-0.0256 0.4299 -0.3196
0.1010 -0.1480 0.1609
0.1505 -0.1203 0.2821
0.2281 -0.0312 0.2538
-0.1229 -1.3131 0.2938
-0.2737 -0.2340 0.1813
0.0383 0.0994 -0.0130
0.1740 0.0292 -0.0365
-0.0151 -0.0154 -0.1094
0.1150 0.0839 -0.0452
-0.0881 -0.0301 -0.0737
-0.1044 -0.0026 -0.0276
0.0228 -0.0836 -0.0717
-0.0195 -0.0900 0.0065
-0.0843 1.2382 -0.7957
-0.7659 0.6413 -0.3606
0.8215 0.5381 0.2995
-0.6179 -0.4483 0.1730
0.5592 0.1305 0.3339
-0.0246 -0.1715 0.0412
-0.0049 0.0148 -0.0175
-0.0452 -0.0837 0.0143
0.0503 0.3145 -0.0990
0.0842 -0.0827 0.0070
-0.0240 0.0748 -0.0242
0.0279 0.0266 -0.0021
0.0392 -0.0185 0.0220
0.0232 -0.0868 0.0413